This record from the Open Molecules 2025 dataset describes a cluster of 3 separate species, C3H6ClNO2 in total at a distorted geometry. The level of theory is ωB97M-V with the def2-TZVPD basis set.

Each line ends with the Löwdin charge.
Atoms and positions in Å:
H 0.093 1.035 -1.716  0.06
N -0.308 1.336 0.166  0.02
C 0.501 1.272 -0.744  -0.21
C 0.387 -2.559 0.437  -0.56
H 1.025 -2.369 1.394  0.02
Cl 1.452 -1.937 -0.807  0.50
O 2.836 -3.329 2.113  0.21
H 0.200 -3.670 0.441  0.05
O 4.396 -1.785 1.680  0.24
H -0.033 1.480 1.101  0.02
C 3.673 -2.616 1.906  -0.50
H -0.636 -1.988 0.431  0.07
H 1.597 1.306 -0.518  0.07

Cartesian forces, eV/Å:
H 0.47 0.18 -0.55
N -3.84 0.04 1.04
C 2.83 -0.59 -0.68
C -0.92 0.34 2.78
H -1.98 -0.21 -1.50
Cl 0.16 -0.24 -0.82
O -3.25 -3.95 1.18
H 0.35 1.19 -0.63
O 3.36 2.76 -0.78
H 1.06 0.28 1.07
C 0.16 1.12 -0.33
H 2.15 -1.03 0.07
H -0.55 0.11 -0.85

Its HOMO-LUMO gap is 10.03 eV. Its net charge is 0. The highest occupied orbital energy comes out at -9.57 eV. Its LUMO energy is 0.46 eV.

This record from the Open Molecules 2025 dataset describes an isolated molecule of C3H6ClNS at a distorted geometry. The level of theory is ωB97M-V with the def2-TZVPD basis set.

Each line ends with the Mulliken spin population.
Atoms and positions in Å:
C 0.097 -1.349 -0.096  0.12
H 0.174 -1.735 -1.189  0.04
H 1.697 1.133 -0.736  -0.01
C -0.749 -0.078 -0.325  0.03
H -0.333 -2.126 0.639  0.01
H -0.501 2.083 0.311  0.01
H -0.195 0.936 1.546  0.01
S 1.828 -0.707 0.290  1.52
N 1.463 0.871 0.214  0.10
H -0.957 0.163 -1.412  -0.01
Cl -2.460 -0.223 0.294  0.08
C -0.065 1.031 0.463  0.09

Cartesian forces, eV/Å:
C -2.28 0.48 -1.89
H 0.43 -0.20 2.10
H 0.56 0.90 -0.32
C -0.54 -0.06 0.04
H 0.92 1.41 -1.16
H 1.01 -1.51 -0.45
H 0.09 -0.63 -0.14
S 3.16 -3.68 0.53
N -3.70 1.67 -0.07
H 0.90 -0.22 1.25
Cl -0.48 -0.06 0.30
C -0.06 1.89 -0.18

Its HOMO-LUMO gap (alpha / beta) is 5.16 / 8.13 eV. Its net charge is 0. The highest occupied orbital energy (alpha / beta) comes out at -4.41 / -10.39 eV. Its LUMO energy (alpha / beta) is 0.76 / -2.25 eV. The expectation value of S² is 2.005. The multiplicity is 3.

This record from the Open Molecules 2025 dataset describes an isolated molecule of C3H6ClNS2 at a distorted geometry. The level of theory is ωB97M-V with the def2-TZVPD basis set.

Each line ends with the Löwdin charge.
Atoms and positions in Å:
S -0.215 1.097 -2.199  0.63
H -2.237 0.852 0.757  0.11
C -0.890 -0.582 -0.046  -0.64
H -0.327 1.957 1.333  0.15
Cl -0.259 -2.152 0.747  0.51
C 0.281 0.484 -0.721  -1.19
S 1.864 0.643 -0.050  0.71
H 0.065 0.565 2.407  0.03
C -1.489 0.090 1.170  -0.40
N -0.761 1.109 2.086  -0.04
H -1.437 -1.080 -0.826  0.05
H -2.175 -0.711 1.764  0.14
H 2.042 -0.550 0.825  -0.04

Cartesian forces, eV/Å:
S 0.82 -0.16 2.16
H 0.40 -1.32 0.17
C 3.79 0.64 1.45
H -1.51 -3.38 2.96
Cl 0.98 0.24 -0.54
C -2.42 -2.83 -1.26
S 0.44 -1.49 1.03
H -0.28 0.98 -0.03
C -4.39 2.42 0.55
N 1.87 -0.11 -3.62
H -0.76 0.96 -0.30
H 2.00 2.08 -1.06
H -0.95 1.97 -1.50

Its HOMO-LUMO gap is 8.20 eV. Its net charge is 0. The highest occupied orbital energy comes out at -9.22 eV. Its LUMO energy is -1.02 eV.

This record from the Open Molecules 2025 dataset describes an isolated molecule of C3H6F2O at a distorted geometry. The level of theory is ωB97M-V with the def2-TZVPD basis set.

Each line ends with the Löwdin charge.
Atoms and positions in Å:
H -1.385 -0.179 0.373  0.14
O 0.311 -2.168 -0.672  -0.05
H -0.086 -2.503 -1.448  0.06
C 1.022 -0.939 -0.700  -0.30
H 1.588 -1.023 0.221  0.11
C -0.637 0.582 0.361  -0.39
H 1.864 -1.003 -1.476  0.13
F 0.141 0.528 1.532  0.01
H 1.252 1.079 -0.873  0.16
C 0.326 0.384 -0.882  -0.08
H -0.222 0.436 -1.794  0.10
F -1.225 1.737 0.434  0.10

Cartesian forces, eV/Å:
H -0.40 -0.87 0.32
O -0.05 0.50 1.91
H -0.40 0.12 -1.68
C 2.19 -1.67 -1.70
H -0.17 0.64 0.38
C 3.05 -0.94 -0.45
H -1.15 0.08 0.59
F -0.47 -0.50 -0.79
H -1.98 -0.44 0.03
C 0.94 0.51 2.58
H -0.38 0.21 -0.71
F -1.17 2.36 -0.48

Its HOMO-LUMO gap is 11.40 eV. Its net charge is 0. The highest occupied orbital energy comes out at -10.62 eV. Its LUMO energy is 0.79 eV.